10
Properties=species:S:1:pos:R:3 method="wB97M-V/def2-TZVPD" homo_lumo_gap_ev=8.364 e_lumo_ev=-0.45
C -0.45792 0.57241 0.35373
C 0.97246 0.57676 0.50380
N 0.18962 -1.66386 -0.84992
P -1.58043 1.73905 0.65499
P -1.22142 -1.11958 -0.65786
H 1.48701 -0.31767 0.97787
H 1.28187 0.33675 -0.50503
H 1.56112 1.50855 0.76573
H 0.32310 -2.48017 -1.45209
H -2.55542 0.84775 0.20878

=====

9
Properties=species:S:1:pos:R:3 method="wB97M-V/def2-TZVPD" homo_lumo_gap_ev="8.128 / 8.130" e_lumo_ev="-0.15 / -0.15"
C -0.62268 -0.58282 0.61883
C 0.71863 -0.70867 0.00596
N -3.14946 0.14308 0.11094
S -1.70795 -0.03910 -0.49074
H -0.73080 -0.42728 1.74395
H 0.86188 0.09993 -0.67164
H 0.80797 -1.66138 -0.49489
H 1.59546 -0.84194 0.80961
H -3.11815 0.23042 1.13681